Record 1
{
  "formula": "C6H10IN3",
  "method": "the ωB97M-V functional and the def2-TZVPD basis",
  "smiles": "CC[C@@](C)(I)c1nc[nH]n1",
  "charge": 0,
  "de_lowest_kj_mol": 135.22,
  "mol_weight_g_mol": 251.07,
  "total_energy_ha": -696.5399,
  "e_lumo_ev": 0.41,
  "multiplicity": 1,
  "homo_lumo_gap_ev": 9.486,
  "species": ["C", "C", "C", "C", "C", "C", "N", "N", "N", "I", "H", "H", "H", "H", "H", "H", "H", "H", "H", "H"],
  "coordinates": [[0.66639, -2.62412, -0.61279], [-0.40064, -0.88784, -0.00114], [1.12164, 1.65147, -0.96885], [-0.50601, 1.02354, 1.59557], [-0.32523, 1.30823, -0.98173], [-0.85598, 0.46548, 0.17195], [0.40532, -1.35141, -0.95412], [-0.70357, -1.85660, 0.91711], [0.01542, -2.90066, 0.50641], [-3.04422, 0.56378, 0.07964], [1.31981, -3.35795, -1.07407], [1.32063, 2.09497, 0.09772], [1.40870, 2.44212, -1.69891], [1.68388, 0.77986, -1.13944], [-0.94257, 1.95330, 1.72139], [-0.57922, 0.05283, 2.26590], [0.62149, 1.13476, 1.80778], [-0.53442, 0.76234, -1.84739], [-0.87281, 2.39751, -1.01792], [0.20139, -3.65160, 1.13289]],
  "forces_ev_per_a": [[0.1, 1.1, -0.4], [-0.5, -3.9, 1.9], [0.6, 2.2, 2.3], [3.2, -4.7, 0.2], [-1.8, 3.9, 0.4], [0.2, 2.5, 0.7], [1.1, -1.1, -1.1], [0.4, 1.4, -0.1], [-0.3, 0.5, 0.0], [0.2, -0.2, -0.1], [-0.1, 0.5, -0.2], [0.2, -0.8, -2.0], [-0.4, -0.6, 0.4], [1.1, -1.0, 0.0], [-1.3, 1.4, 1.1], [-1.2, 2.6, -0.5], [-1.3, 0.2, -1.1], [-0.7, -0.5, -1.7], [0.8, -2.8, 0.1], [-0.3, -0.6, 0.2]],
  "nbo_charge": [0.1685, 0.2290, -0.6074, -0.6590, -0.4304, -0.0851, -0.4837, -0.2848, -0.3209, 0.0890, 0.2111, 0.1929, 0.2186, 0.2194, 0.2265, 0.2589, 0.2147, 0.2225, 0.2050, 0.4153]
}

Record 2
{
  "formula": "C6H10INO2S",
  "method": "the ωB97M-V functional and the def2-TZVPD basis",
  "charge": 0,
  "de_lowest_kj_mol": 443.49,
  "mol_weight_g_mol": 287.12,
  "total_energy_ha": -1135.5143,
  "e_lumo_ev": [-1.17, -1.18],
  "multiplicity": 1,
  "homo_lumo_gap_ev": [6.222, 6.214],
  "species": ["C", "C", "C", "C", "C", "C", "N", "O", "O", "S", "I", "H", "H", "H", "H", "H", "H", "H", "H", "H", "H"],
  "coordinates": [[0.53030, -1.24361, -0.45418], [-1.02795, -1.12523, -0.65247], [1.31221, 0.05033, -0.79214], [-0.81587, 0.99671, 2.28939], [-1.55665, -0.10912, 0.27295], [1.56164, 1.13202, 0.29643], [-1.30025, -0.20376, 1.60766], [1.80314, 1.89397, 2.78945], [1.53563, -0.54032, 2.20803], [1.27142, 0.87979, 1.91789], [-1.14185, -1.92837, 2.55133], [0.80672, -1.62070, 0.49545], [0.71657, -1.98647, -1.19673], [-1.03464, -0.91994, -1.61251], [-1.44317, -2.07708, -0.34379], [2.39473, -0.29472, -1.14577], [0.80874, 0.46446, -1.56912], [-1.28453, 1.92009, 2.03059], [-0.77130, 0.71939, 3.33977], [-1.74672, 0.90353, -0.19457], [1.35542, 2.28981, -0.01929]],
  "forces_ev_per_a": [[-0.2, 0.9, -0.4], [0.8, -1.0, 5.5], [3.4, -1.7, 2.7], [1.4, -2.9, 1.0], [1.9, 1.2, 1.1], [-1.9, 2.2, -0.9], [-0.8, 3.2, -3.3], [-0.5, 0.1, 0.2], [-0.6, 1.2, 0.4], [0.3, -0.7, -1.7], [-0.1, -1.3, 0.7], [0.2, -0.4, 0.8], [0.8, -0.7, -0.5], [-1.5, 1.1, -4.7], [-0.1, -0.5, -0.6], [-2.2, 0.6, 0.4], [-1.1, 1.6, -2.6], [-0.1, 0.5, -0.4], [-0.4, 0.7, 0.2], [0.1, -0.9, 1.3], [0.7, -3.0, 0.8]],
  "nbo_charge": [-0.3715, -0.4937, -0.4193, -0.4452, 0.1678, -0.7773, -0.5067, -0.9335, -0.9966, 2.0732, 0.4825, 0.2381, 0.2069, 0.2253, 0.2418, 0.2188, 0.1909, 0.2286, 0.2163, 0.2262, 0.2274]
}

Record 3
{
  "formula": "C6H10N",
  "method": "the ωB97M-V functional and the def2-TZVPD basis",
  "charge": 1,
  "de_lowest_kj_mol": 523.63,
  "mol_weight_g_mol": 96.15,
  "total_energy_ha": -288.8835,
  "e_lumo_ev": [-6.40, -6.35],
  "multiplicity": 1,
  "homo_lumo_gap_ev": [7.308, 7.371],
  "species": ["C", "C", "C", "C", "C", "C", "N", "H", "H", "H", "H", "H", "H", "H", "H", "H", "H"],
  "coordinates": [[-2.62812, 0.25355, 0.25946], [-1.41813, 0.17308, 0.01231], [0.11956, -2.33437, 0.11713], [0.61524, -1.20058, -0.35023], [1.02504, 1.08655, 1.42940], [0.23388, 1.04258, -1.35883], [-0.10579, 0.04513, -0.27716], [-3.61959, 0.29187, 0.44268], [0.83747, -3.18687, 0.35694], [-0.97898, -2.43178, 0.20376], [1.70584, -0.88049, -0.42478], [1.55144, 1.59920, 0.71376], [0.40418, 1.60890, 2.10991], [1.41009, 0.23723, 1.81904], [-0.39604, 1.91645, -1.27733], [1.24908, 1.18310, -1.42544], [-0.00515, 0.59646, -2.35060]],
  "forces_ev_per_a": [[6.8, -0.5, -1.3], [-5.0, -0.8, 1.2], [0.6, -1.1, -0.2], [1.7, 1.1, 1.5], [-2.2, 0.0, -1.1], [-2.3, -1.6, -1.5], [1.3, 2.9, 0.6], [-2.6, 0.2, 0.5], [-1.4, 1.1, -0.7], [0.8, -0.1, 0.3], [-1.4, -1.2, -0.3], [1.2, 1.2, -1.4], [-1.1, 0.5, 0.1], [1.2, -2.8, 0.9], [0.3, 0.3, 0.4], [2.4, 0.7, 0.4], [-0.2, 0.0, 0.7]],
  "nbo_charge": [-0.1056, 0.0835, -0.3372, -0.0704, -0.0734, -0.4086, -0.3577, 0.2501, 0.2593, 0.2419, 0.2211, 0.1894, 0.2163, 0.1904, 0.2477, 0.2145, 0.2386]
}

Record 4
{
  "formula": "C6H10N",
  "method": "the ωB97M-V functional and the def2-TZVPD basis",
  "charge": 1,
  "de_lowest_kj_mol": 229.95,
  "mol_weight_g_mol": 96.15,
  "total_energy_ha": -288.9954,
  "e_lumo_ev": -3.60,
  "multiplicity": 1,
  "homo_lumo_gap_ev": 10.647,
  "species": ["C", "C", "C", "C", "C", "C", "N", "H", "H", "H", "H", "H", "H", "H", "H", "H", "H"],
  "coordinates": [[-0.91935, 0.19370, 0.30795], [-0.75492, 0.47042, -1.02125], [-0.47855, 0.25228, 1.68102], [0.93012, -0.37744, 1.34811], [-0.95051, -0.85209, -0.64000], [-0.55815, 1.38873, -2.03681], [0.97774, -1.49115, 0.39160], [-0.36165, 1.23099, 2.17168], [-1.00091, -0.45115, 2.32853], [1.57080, 0.43938, 0.92725], [1.52093, -0.63387, 2.18940], [-1.18234, -1.66934, -1.14314], [0.52868, 1.55839, -2.08166], [-1.04289, 2.34829, -1.69460], [-1.00350, 1.21883, -3.09718], [1.51654, -1.27394, -0.39636], [1.20797, -2.35203, 0.76544]],
  "forces_ev_per_a": [[-0.5, -1.0, -1.7], [-1.5, -2.9, 2.6], [0.5, -0.6, 0.4], [2.1, 0.9, -1.3], [0.8, 5.8, 1.8], [-0.5, 3.5, -3.1], [-1.6, 2.1, 0.5], [-0.1, -0.4, -0.5], [-0.3, 0.2, -0.1], [-0.8, -0.4, 0.1], [-0.1, -0.4, 1.4], [-1.1, -4.0, -1.3], [-0.2, 0.3, -0.4], [0.8, -0.7, -0.4], [1.0, -0.4, 2.0], [1.1, 0.1, -1.0], [0.5, -1.9, 0.9]],
  "lowdin_charge": [-0.0526, -0.1533, -0.0499, -0.1813, 0.1967, -0.0149, 0.0585, 0.1405, 0.1346, 0.1409, 0.1179, 0.0952, 0.1188, 0.1291, 0.1458, 0.0885, 0.0855]
}

Record 5
{
  "formula": "C6H10N",
  "method": "the ωB97M-V functional and the def2-TZVPD basis",
  "charge": 1,
  "de_lowest_kj_mol": 621.21,
  "mol_weight_g_mol": 96.15,
  "total_energy_ha": -288.8464,
  "e_lumo_ev": -5.33,
  "multiplicity": 1,
  "homo_lumo_gap_ev": 7.865,
  "species": ["C", "C", "C", "C", "C", "C", "N", "H", "H", "H", "H", "H", "H", "H", "H", "H", "H"],
  "coordinates": [[-0.31752, -2.35735, -0.21601], [0.51086, -1.24223, -0.34313], [1.68427, -0.71361, -0.54948], [-0.92877, -1.07994, -0.07840], [2.30159, 0.33436, 0.24260], [-1.48196, 0.20428, -1.52015], [-1.56093, -0.50125, 1.20542], [2.43587, -1.09264, -1.22690], [3.00114, 0.02847, 1.01620], [1.52084, 0.97670, 0.83733], [2.86804, 1.07460, -0.37887], [-1.57784, 1.07849, -0.81681], [-2.41163, -0.33744, -1.74200], [-0.71052, 0.30441, -2.36084], [-0.64528, -0.42791, 1.76390], [-2.19754, -1.21957, 1.63265], [-1.97424, 0.37850, 0.85423]],
  "forces_ev_per_a": [[-0.3, -0.1, 0.3], [-0.8, -1.4, -0.5], [2.4, 0.1, 0.4], [-0.2, 3.0, -3.0], [-1.2, 3.8, 1.5], [0.8, -1.9, 2.6], [1.8, -1.5, -0.3], [-0.5, -0.7, -0.6], [0.2, -0.6, -0.1], [1.2, -1.1, -1.1], [-0.5, -0.7, 0.3], [0.0, -0.6, -1.4], [0.3, 0.8, -0.4], [-1.2, -0.4, 1.6], [-2.2, 0.5, -0.3], [0.4, 1.1, -0.3], [0.0, -0.4, 1.3]],
  "nbo_charge": [0.0828, -0.1935, -0.0227, -0.0153, -0.6671, -0.4946, -0.7460, 0.2488, 0.2741, 0.1969, 0.2603, 0.1847, 0.2361, 0.2601, 0.4695, 0.4684, 0.4573]
}

Record 6
{
  "formula": "C6H10N",
  "method": "the ωB97M-V functional and the def2-TZVPD basis",
  "charge": 1,
  "de_lowest_kj_mol": 339.29,
  "mol_weight_g_mol": 96.15,
  "total_energy_ha": -288.9537,
  "e_lumo_ev": -4.86,
  "multiplicity": 1,
  "homo_lumo_gap_ev": 9.148,
  "species": ["C", "C", "C", "C", "C", "C", "N", "H", "H", "H", "H", "H", "H", "H", "H", "H", "H"],
  "coordinates": [[0.25798, 1.67412, -0.25888], [-0.66406, 1.34789, 0.67035], [0.17389, 0.42585, -0.99429], [-0.95513, 0.06660, -0.01401], [-2.05317, -0.87192, 0.09399], [1.94899, -0.51650, 0.48010], [0.78468, -0.71860, -0.33631], [0.83361, 2.54061, -0.57590], [-1.26251, 1.95460, 1.29763], [0.34539, 0.58449, -2.00690], [-1.85054, -1.30494, 1.17429], [-1.78583, -1.68476, -0.63741], [-3.10196, -0.68479, 0.10347], [2.75005, -0.54375, -0.14499], [1.79792, 0.49396, 0.78422], [2.21020, -1.26896, 1.29266], [0.57046, -1.49391, -0.92802]],
  "forces_ev_per_a": [[0.3, 1.7, 1.2], [0.1, 0.3, -1.6], [-1.0, -1.5, 1.5], [0.7, 2.0, -1.6], [2.5, -3.5, 1.5], [-0.7, -1.5, 1.4], [-1.5, 0.4, 0.7], [-0.1, 0.0, 0.6], [-0.1, 0.1, 1.2], [-0.5, -0.6, -2.2], [-0.6, 0.4, -1.9], [-0.9, 0.5, 0.8], [-0.5, 1.1, -0.4], [2.7, 0.2, -1.8], [0.5, 0.6, 1.1], [-1.2, 1.0, -0.9], [0.6, -1.2, 0.2]],
  "nbo_charge": [-0.0658, -0.2318, -0.1666, 0.3427, -0.7052, -0.4195, -0.4318, 0.2522, 0.2575, 0.2460, 0.2740, 0.2431, 0.3039, 0.2184, 0.2185, 0.2467, 0.4178]
}